# C23H52CrOP4

C23H52CrOP4 as an isolated structure (the ωB97M-V functional and the def2-TZVPD basis, the Open Molecules 2025 dataset).

## Properties
- Multiplicity: 4
- HOMO-LUMO gap (alpha / beta): 4.27 / 4.22 eV
- <S²>: 3.83
- LUMO level (alpha / beta): -12.503 / -12.524 eV
- Total charge: +3
- Highest occupied orbital energy (alpha / beta): -16.772 / -16.746 eV
- Energy above the lowest of the compared OMol25 structures with the same formula, charge and spin: 0.00 kJ/mol

Geometry (Å):
1 Cr 0.148 -0.820 0.660
2 P -1.526 -2.261 0.815
3 P 1.752 -1.404 2.470
4 P 1.253 -1.616 -1.205
5 H -0.656 5.085 -4.340
6 C -0.821 4.131 -4.863
7 C -2.035 3.566 -4.931
8 H -2.909 4.033 -4.468
9 C -3.083 -1.661 1.531
10 C -1.137 -3.714 1.851
11 C -2.127 -2.950 -0.774
12 C 3.285 -0.384 2.496
13 C 1.258 -1.193 4.225
14 C 2.472 -3.086 2.619
15 C 1.090 -1.739 -3.007
16 C 1.571 -3.382 -0.890
17 C 2.811 -0.714 -0.956
18 H 0.044 3.677 -5.370
19 H -2.193 2.643 -5.498
20 H -3.351 -0.676 1.133
21 H -3.005 -1.619 2.623
22 H -3.881 -2.362 1.260
23 H -0.839 -3.393 2.859
24 H -0.342 -4.327 1.410
25 H -2.048 -4.317 1.935
26 H -2.058 -2.197 -1.569
27 H -3.187 -3.202 -0.638
28 H -1.569 -3.851 -1.061
29 H 3.901 -0.774 3.319
30 H 3.051 0.673 2.675
31 H 3.832 -0.469 1.549
32 H 2.106 -1.533 4.837
33 H 0.391 -1.829 4.446
34 H 1.038 -0.146 4.474
35 H 3.565 -3.019 2.524
36 H 2.077 -3.771 1.860
37 H 2.228 -3.485 3.615
38 H 1.560 -2.655 -3.381
39 H 1.599 -0.892 -3.470
40 H 0.032 -1.723 -3.288
41 H 1.605 -3.885 -1.861
42 H 0.772 -3.845 -0.301
43 H 2.534 -3.503 -0.391
44 H 3.219 -0.438 -1.935
45 H 3.530 -1.350 -0.428
46 H 2.648 0.205 -0.375
47 C -0.894 0.776 -3.550
48 C 0.209 1.459 -2.912
49 C 1.445 1.523 -3.504
50 C 1.627 1.052 -4.808
51 C 0.529 0.606 -5.552
52 C -0.719 0.563 -4.982
53 O -1.924 0.390 -2.909
54 H -0.418 -0.580 -0.837
55 H 0.055 1.779 -1.894
56 H 2.265 1.936 -2.918
57 H 2.636 1.015 -5.238
58 H 0.641 0.319 -6.601
59 H -1.610 0.289 -5.552
60 C -1.442 0.948 4.396
61 C -1.866 1.258 2.966
62 P -0.550 1.143 1.659
63 C -1.252 2.149 0.284
64 C -2.552 2.930 0.493
65 C 0.814 2.180 2.345
66 C 0.361 3.591 2.725
67 H -1.214 -0.114 4.531
68 H -2.283 1.158 5.067
69 H -0.593 1.550 4.741
70 H -2.652 0.559 2.647
71 H -2.334 2.253 2.926
72 H -0.437 2.816 -0.041
73 H -1.435 1.448 -0.548
74 H -2.775 3.475 -0.433
75 H -3.390 2.249 0.666
76 H -2.516 3.672 1.295
77 H 1.235 1.678 3.231
78 H 1.635 2.215 1.613
79 H -0.432 3.578 3.481
80 H 1.200 4.136 3.172
81 H 0.033 4.176 1.858

Atom charges from the Mulliken analysis, given in e for atoms 1 to 4: number 1, Cr, carries -2.28; number 2, P, carries 1.58; number 3, P, carries 1.34; number 4, P, carries 1.41

---

# C23H52CuN8O11

C23H52CuN8O11 as an isolated structure (the ωB97M-V functional and the def2-TZVPD basis, the Open Molecules 2025 dataset).

## Properties
- Multiplicity: 2
- HOMO-LUMO gap (alpha / beta): 8.76 / 6.96 eV
- <S²>: 0.76
- LUMO level (alpha / beta): -0.028 / -1.552 eV
- Highest occupied orbital energy (alpha / beta): -8.789 / -8.512 eV

Geometry (Å):
1 Cu -0.527 -0.842 2.289
2 C 0.154 0.507 -0.045
3 O 0.983 -0.281 0.514
4 O -0.910 0.581 0.665
5 O 0.439 1.169 -1.078
6 C -1.282 -0.754 -6.306
7 C -2.568 -0.548 -5.560
8 O -3.612 -0.137 -6.071
9 N -2.699 -0.934 -4.259
10 C -1.601 -1.115 -3.338
11 H -1.308 -0.278 -7.278
12 H -1.090 -1.826 -6.369
13 H -0.481 -0.331 -5.695
14 H -3.576 -0.729 -3.816
15 H -2.091 -1.542 -2.450
16 H -1.155 -0.238 -2.857
17 H -0.939 -1.933 -3.624
18 C 0.236 -3.742 -0.375
19 C -0.590 -3.890 0.895
20 O -0.652 -2.939 1.648
21 N -1.286 -5.032 1.015
22 C -2.150 -5.327 2.158
23 H 0.355 -2.674 -0.578
24 H -0.081 -4.162 -1.333
25 H 1.269 -4.094 -0.284
26 H -1.198 -5.785 0.356
27 H -2.306 -6.394 2.311
28 H -3.109 -4.925 1.817
29 H -1.819 -4.931 3.114
30 C -3.518 -2.219 0.195
31 C -3.651 -1.684 1.559
32 O -2.773 -1.038 2.125
33 N -4.824 -1.922 2.170
34 C -5.150 -1.560 3.544
35 H -4.335 -1.909 -0.458
36 H -3.532 -3.311 0.254
37 H -2.575 -1.952 -0.276
38 H -5.576 -2.376 1.682
39 H -5.323 -2.336 4.290
40 H -6.102 -1.027 3.475
41 H -4.454 -0.861 4.000
42 C -0.242 2.575 5.221
43 C -0.621 1.936 3.933
44 O -0.946 0.739 3.871
45 N -0.221 2.563 2.818
46 C 0.829 3.588 2.752
47 H 0.821 2.443 5.457
48 H -0.638 2.068 6.102
49 H -0.398 3.649 5.303
50 H -0.272 2.085 1.928
51 H 1.772 3.151 3.098
52 H 0.665 4.461 3.380
53 H 0.925 3.863 1.706
54 C -1.108 3.010 -4.478
55 C -1.700 3.926 -3.406
56 O -2.371 4.889 -3.745
57 N -1.497 3.488 -2.143
58 C -1.941 4.179 -0.976
59 H -1.989 2.779 -5.078
60 H -0.697 2.211 -3.862
61 H -0.424 3.543 -5.130
62 H -1.197 2.535 -1.987
63 H -2.577 3.604 -0.295
64 H -2.563 5.055 -1.168
65 H -1.166 4.566 -0.306
66 C 3.721 -1.859 3.848
67 C 2.682 -1.839 2.764
68 O 1.522 -1.527 3.045
69 N 3.029 -1.993 1.487
70 C 4.265 -2.577 0.972
71 H 4.324 -2.772 3.842
72 H 3.247 -1.802 4.824
73 H 4.472 -1.068 3.815
74 H 2.335 -1.715 0.804
75 H 4.295 -3.657 1.137
76 H 5.099 -2.288 1.619
77 H 4.471 -2.228 -0.032
78 O 5.155 -0.091 -2.369
79 C 4.092 -0.307 -1.799
80 N 3.738 0.352 -0.690
81 C 3.032 -1.289 -2.301
82 H 4.428 0.999 -0.343
83 H 2.797 0.476 -0.343
84 H 2.084 -0.799 -2.529
85 H 2.748 -1.915 -1.447
86 H 3.399 -1.928 -3.097
87 O 3.330 5.367 0.911
88 C 3.295 4.529 -0.005
89 N 4.375 3.756 -0.210
90 C 2.066 4.357 -0.848
91 H 4.299 3.113 -0.986
92 H 5.194 3.860 0.356
93 H 1.955 3.418 -1.387
94 H 2.374 5.092 -1.614
95 H 1.141 4.750 -0.447

Atom charges from the Mulliken analysis, given in e for atoms 1 to 4: number 1, Cu, carries 1.37; number 2, C, carries 1.32; number 3, O, carries -0.80; number 4, O, carries -0.82

---

# C23H52DyO3P4Se

C23H52DyO3P4Se as an isolated structure (the ωB97M-V functional and the def2-TZVPD basis, the Open Molecules 2025 dataset).

## Properties
- Multiplicity: 6
- HOMO-LUMO gap (alpha / beta): 2.93 / 2.99 eV
- <S²>: 9.05
- LUMO level (alpha / beta): -11.234 / -11.164 eV
- Total charge: +3
- Highest occupied orbital energy (alpha / beta): -14.159 / -14.159 eV
- Energy above the lowest of the compared OMol25 structures with the same formula, charge and spin: 194.03 kJ/mol

Geometry (Å):
1 Dy 0.443 0.664 0.412
2 P -1.323 -0.648 2.031
3 P 1.349 -2.048 -0.602
4 P -1.715 -0.651 -1.542
5 H 1.054 2.542 -1.431
6 C 0.023 2.165 -1.472
7 C -0.906 2.485 -0.501
8 H -0.659 3.139 0.335
9 C -0.751 -0.085 3.678
10 C -1.645 -2.421 2.329
11 C -3.005 0.092 1.989
12 C 2.390 -1.924 -2.114
13 C 2.587 -2.768 0.549
14 C 0.424 -3.627 -0.923
15 C -3.018 0.552 -2.008
16 C -2.801 -2.092 -1.207
17 C -1.106 -1.061 -3.230
18 H -0.247 1.885 -2.487
19 H -1.980 2.365 -0.592
20 H -0.544 0.991 3.661
21 H 0.151 -0.631 3.979
22 H -1.548 -0.280 4.403
23 H -0.693 -2.935 2.508
24 H -2.140 -2.879 1.466
25 H -2.284 -2.546 3.211
26 H -2.919 1.188 1.934
27 H -3.539 -0.183 2.911
28 H -3.573 -0.266 1.119
29 H 2.951 -2.851 -2.291
30 H 3.104 -1.106 -1.970
31 H 1.780 -1.707 -2.996
32 H 3.054 -3.657 0.108
33 H 2.076 -3.069 1.473
34 H 3.356 -2.023 0.773
35 H 1.128 -4.457 -1.091
36 H -0.234 -3.565 -1.799
37 H -0.174 -3.872 -0.033
38 H -3.662 0.082 -2.762
39 H -2.557 1.456 -2.416
40 H -3.606 0.809 -1.119
41 H -3.417 -2.252 -2.100
42 H -3.450 -1.877 -0.353
43 H -2.210 -2.988 -0.997
44 H -1.994 -1.181 -3.868
45 H -0.519 -1.988 -3.230
46 H -0.481 -0.241 -3.609
47 C 2.703 2.354 -5.465
48 C 2.022 3.235 -4.608
49 C 1.710 4.526 -5.020
50 C 2.093 4.975 -6.294
51 C 2.790 4.108 -7.150
52 C 3.096 2.808 -6.744
53 Se 3.073 0.568 -4.904
54 H 2.497 0.768 -3.525
55 H 1.736 2.893 -3.613
56 H 1.165 5.190 -4.345
57 H 1.851 5.988 -6.610
58 H 3.092 4.455 -8.140
59 H 3.638 2.136 -7.412
60 C 4.004 -2.441 3.941
61 C 2.874 -1.467 3.760
62 O 3.425 -0.674 2.641
63 P 3.155 0.804 2.056
64 O 3.142 1.750 3.338
65 C 2.561 1.803 4.677
66 C 2.675 3.220 5.159
67 O 0.914 2.276 1.649
68 C 1.546 3.546 1.540
69 C 0.707 4.700 2.022
70 H 4.148 -2.995 3.006
71 H 3.836 -3.149 4.750
72 H 4.919 -1.867 4.140
73 H 1.931 -1.911 3.407
74 H 2.687 -0.825 4.627
75 H 3.151 1.134 5.309
76 H 1.516 1.471 4.650
77 H 2.109 3.916 4.534
78 H 2.301 3.323 6.183
79 H 3.729 3.508 5.142
80 H 2.439 3.476 2.162
81 H 1.869 3.706 0.498
82 H 0.516 4.653 3.096
83 H 1.297 5.599 1.842
84 H -0.233 4.800 1.478

Atom charges from the Mulliken analysis, given in e for atoms 1 to 4: number 1, Dy, carries 0.08; number 2, P, carries 0.96; number 3, P, carries 0.80; number 4, P, carries 1.06

---

# C23H52DyO4P4

C23H52DyO4P4 as an isolated structure (the ωB97M-V functional and the def2-TZVPD basis, the Open Molecules 2025 dataset).

## Properties
- Multiplicity: 6
- HOMO-LUMO gap (alpha / beta): 4.77 / 4.80 eV
- <S²>: 9.33
- LUMO level (alpha / beta): -10.126 / -10.091 eV
- Total charge: +3
- Highest occupied orbital energy (alpha / beta): -14.894 / -14.894 eV
- Energy above the lowest of the compared OMol25 structures with the same formula, charge and spin: 25.26 kJ/mol

Geometry (Å):
1 Dy -0.309 0.060 -0.220
2 P 0.323 -2.389 -1.300
3 P 2.579 -0.222 0.224
4 P -2.913 0.491 -1.165
5 H 1.707 2.152 -1.441
6 C 0.618 2.218 -1.355
7 C 0.002 2.669 -0.213
8 H 0.546 2.787 0.738
9 C 1.150 -1.803 -2.833
10 C 1.401 -3.768 -0.792
11 C -1.149 -3.259 -1.942
12 C 3.105 1.239 1.187
13 C 3.427 -1.536 1.191
14 C 3.754 -0.106 -1.174
15 C -3.697 2.146 -1.045
16 C -4.287 -0.663 -0.830
17 C -2.923 0.353 -2.984
18 H 0.074 2.105 -2.299
19 H -1.008 3.106 -0.216
20 H 0.900 -2.503 -3.643
21 H 2.237 -1.774 -2.687
22 H 0.847 -0.785 -3.123
23 H 1.038 -4.689 -1.280
24 H 1.359 -3.900 0.301
25 H 2.446 -3.581 -1.090
26 H -0.817 -4.210 -2.390
27 H -1.665 -2.642 -2.698
28 H -1.852 -3.470 -1.118
29 H 4.202 1.265 1.200
30 H 2.723 1.162 2.211
31 H 2.725 2.159 0.733
32 H 4.502 -1.304 1.251
33 H 3.293 -2.513 0.711
34 H 3.008 -1.582 2.206
35 H 4.753 0.113 -0.772
36 H 3.450 0.706 -1.847
37 H 3.795 -1.043 -1.741
38 H -4.504 2.220 -1.784
39 H -2.950 2.922 -1.251
40 H -4.098 2.303 -0.038
41 H -5.154 -0.397 -1.448
42 H -4.559 -0.627 0.231
43 H -3.956 -1.679 -1.081
44 H -3.905 0.650 -3.380
45 H -2.678 -0.670 -3.299
46 H -2.163 1.031 -3.379
47 C -0.640 1.127 -5.711
48 C 0.117 0.560 -6.753
49 C 0.032 1.135 -8.032
50 C -0.834 2.204 -8.296
51 C -1.631 2.696 -7.261
52 C -1.551 2.166 -5.974
53 O -0.457 0.813 -4.374
54 H -0.164 -0.108 -4.204
55 H 0.763 -0.318 -6.588
56 H 0.640 0.740 -8.848
57 H -0.889 2.646 -9.295
58 H -2.349 3.502 -7.439
59 H -2.176 2.536 -5.150
60 C -1.243 -4.431 3.411
61 C -1.553 -3.062 2.837
62 O -0.601 -2.090 3.388
63 P 0.282 -1.068 2.472
64 O 1.069 -0.247 3.638
65 C 1.158 -0.538 5.111
66 C -0.042 -0.038 5.848
67 O -0.909 0.161 1.953
68 C -1.674 0.947 3.026
69 C -2.674 1.771 2.289
70 H -0.221 -4.758 3.188
71 H -1.928 -5.175 2.998
72 H -1.388 -4.446 4.498
73 H -1.469 -3.065 1.736
74 H -2.558 -2.737 3.128
75 H 1.309 -1.614 5.259
76 H 2.060 -0.010 5.412
77 H -0.938 -0.598 5.578
78 H 0.119 -0.173 6.919
79 H -0.202 1.028 5.675
80 H -2.140 0.200 3.678
81 H -0.937 1.544 3.571
82 H -2.188 2.492 1.623
83 H -3.273 2.333 3.010
84 H -3.358 1.150 1.704

Atom charges from the Mulliken analysis, given in e for atoms 1 to 4: number 1, Dy, carries -0.20; number 2, P, carries 1.27; number 3, P, carries 1.04; number 4, P, carries 0.96

---

# C23H52EuOP4

C23H52EuOP4 as an isolated structure (the ωB97M-V functional and the def2-TZVPD basis, the Open Molecules 2025 dataset).

## Properties
- Multiplicity: 7
- HOMO-LUMO gap (alpha / beta): 3.59 / 4.13 eV
- <S²>: 12.10
- LUMO level (alpha / beta): -12.186 / -11.884 eV
- Total charge: +3
- Highest occupied orbital energy (alpha / beta): -15.772 / -16.016 eV

Geometry (Å):
1 Eu 0.032 -0.275 -0.487
2 P 0.938 -2.830 -1.699
3 P 2.638 0.216 0.664
4 P -2.841 0.445 -0.673
5 H 2.385 4.449 0.139
6 C 1.266 4.517 0.235
7 C 0.627 4.330 1.370
8 H 1.130 3.971 2.277
9 C 1.754 -2.745 -3.259
10 C 1.979 -3.741 -0.622
11 C -0.601 -3.812 -1.926
12 C 2.937 1.789 1.546
13 C 3.717 -0.922 1.606
14 C 3.507 0.490 -0.921
15 C -3.199 2.225 -0.375
16 C -4.315 -0.294 0.143
17 C -3.317 0.397 -2.438
18 H 0.740 4.772 -0.727
19 H -0.475 4.296 1.412
20 H 2.047 -3.782 -3.442
21 H 2.645 -2.111 -3.222
22 H 1.108 -2.399 -4.064
23 H 2.181 -4.685 -1.166
24 H 1.506 -4.012 0.334
25 H 2.950 -3.255 -0.428
26 H -0.290 -4.670 -2.497
27 H -1.384 -3.245 -2.465
28 H -0.991 -4.092 -0.936
29 H 3.951 2.154 1.340
30 H 2.829 1.624 2.625
31 H 2.222 2.563 1.249
32 H 4.776 -0.671 1.454
33 H 3.526 -1.951 1.269
34 H 3.479 -0.855 2.678
35 H 4.539 0.775 -0.693
36 H 3.016 1.293 -1.489
37 H 3.517 -0.407 -1.558
38 H -3.923 2.592 -1.114
39 H -2.266 2.797 -0.473
40 H -3.612 2.376 0.630
41 H -5.225 -0.207 -0.467
42 H -4.497 0.189 1.113
43 H -4.115 -1.359 0.317
44 H -4.181 1.043 -2.620
45 H -3.566 -0.629 -2.722
46 H -2.479 0.752 -3.047
47 C 0.468 1.065 -3.361
48 C 0.940 0.308 -4.469
49 C 0.674 0.774 -5.800
50 C -0.109 1.919 -6.015
51 C -0.429 2.711 -4.942
52 C -0.245 2.230 -3.669
53 O 0.705 0.971 -2.032
54 H -0.294 -1.985 -1.181
55 H 1.578 -0.590 -4.329
56 H 1.083 0.279 -6.684
57 H -0.417 2.208 -7.027
58 H -0.929 3.674 -5.004
59 H -0.589 2.632 -2.709
60 C -1.392 -2.990 2.634
61 C -1.805 -1.525 2.750
62 P -0.493 -0.291 2.424
63 C -1.214 1.327 2.932
64 C -1.816 1.425 4.337
65 C 0.723 -0.666 3.716
66 C 0.355 -1.097 5.147
67 H -1.087 -3.237 1.607
68 H -2.256 -3.622 2.880
69 H -0.583 -3.269 3.322
70 H -2.635 -1.305 2.061
71 H -2.175 -1.299 3.755
72 H -0.401 2.062 2.827
73 H -1.979 1.604 2.186
74 H -1.059 1.552 5.124
75 H -2.445 2.325 4.383
76 H -2.468 0.579 4.597
77 H 1.338 -1.468 3.277
78 H 1.356 0.234 3.784
79 H -0.191 -2.052 5.207
80 H 1.306 -1.257 5.678
81 H -0.180 -0.330 5.726

Atom charges from the Mulliken analysis, given in e for atoms 1 to 4: number 1, Eu, carries -0.03; number 2, P, carries 1.34; number 3, P, carries 1.02; number 4, P, carries 0.93

---

Asked for strongest force on any atom across the records above, the calculation gives 4.2 3.5 4.9 3.1 5.0 eV/A in order.